No. 1
ORCA calculation (wB97M-V/def2-TZVPD) on an isolated ion of composition C7H14N3 and charge +1.

Its HOMO energy is -11.77 eV. Its structure (SMILES) is CC[C@@]1(N)[NH2+]C=CC=C1N. The net charge is +1. As for the spin multiplicity: 1. The total energy comes out at -11947.9473 eV. The frontier orbital gap is 0.3171 Eh.

```
24
Properties=species:S:1:pos:R:3:mulliken_charge:R:1
C -2.208 0.016 -1.186 -1.77
C -0.826 -0.561 -1.113 -0.54
C -0.166 -0.591 0.208 0.45
N -0.835 -1.305 1.154 -0.40
N 1.525 -1.107 0.052 -0.12
C 2.339 -0.239 -0.674 -0.52
C 2.285 1.072 -0.360 -0.39
C 1.269 1.528 0.591 -0.96
C 0.155 0.805 0.748 0.53
N -0.898 1.328 1.464 -0.40
H -2.815 -0.179 -0.428 0.49
H -2.679 -0.292 -2.031 0.46
H -2.076 1.088 -1.158 0.40
H -0.312 -0.030 -1.802 0.48
H -0.955 -1.655 -1.330 0.46
H -1.499 -1.917 0.786 0.21
H -0.605 -1.191 2.197 0.30
H 1.243 -1.935 -0.410 0.33
H 1.845 -1.324 0.970 0.35
H 3.195 -0.740 -1.209 0.36
H 3.122 1.622 -0.673 0.48
H 1.355 2.524 1.015 0.36
H -0.680 2.240 1.786 0.23
H -1.781 0.843 1.405 0.21
```

No. 2
ORCA calculation (wB97M-V/def2-TZVPD) on a 2-piece molecular cluster, CHI2PS overall.

Its HOMO energy is -9.17 eV. The net charge is 0. As for the spin multiplicity: 1. The total energy comes out at -37376.2898 eV. The frontier orbital gap is 0.2730 Eh.

```
6
Properties=species:S:1:pos:R:3:mulliken_charge:R:1
C -0.276 0.214 0.255 -0.55
P -0.121 -0.484 -1.392 0.22
S 1.884 -0.541 -1.499 -0.29
I -1.182 -1.563 1.191 0.12
I -1.431 1.864 0.844 0.16
H 1.126 0.511 0.602 0.33
```

No. 3
ORCA calculation (wB97M-V/def2-TZVPD) on HOS3 as an isolated structure.

Its HOMO energy (spin up / spin down) is -4.40 / -4.32 eV. The net charge is -1. As for the spin multiplicity: 1. The total energy comes out at -34567.8885 eV. The frontier orbital gap (spin up / spin down) is 0.2350 / 0.2347 Eh.

```
5
Properties=species:S:1:pos:R:3:mulliken_charge:R:1
O 0.265 -0.058 -1.654 -0.48
S 0.921 -1.753 0.793 -0.49
S -2.335 0.954 0.567 -0.42
S 0.087 -0.053 -0.211 0.20
H 1.061 0.910 0.506 0.17
```

No. 4
ORCA calculation (wB97M-V/def2-TZVPD) on a 2-piece molecular cluster, C3H7N3S overall.

Its HOMO energy is -17.81 eV. The net charge is +2. As for the spin multiplicity: 1. The total energy comes out at -18505.1634 eV. The frontier orbital gap is 0.1918 Eh.

```
14
Properties=species:S:1:pos:R:3:mulliken_charge:R:1
C 0.156 1.538 0.267 0.01
C 1.301 -0.181 -0.574 -0.13
C -3.171 -0.630 0.446 0.02
N 1.508 1.916 0.353 -0.25
N 2.154 0.967 -0.105 0.29
N 0.040 0.366 -0.291 -0.23
S 1.298 -1.847 0.365 -0.12
H -0.564 2.083 0.781 0.40
H 1.501 -0.465 -1.622 0.41
H -2.226 -0.398 0.960 0.32
H -2.955 -1.056 -0.467 0.32
H -4.263 -0.591 0.847 0.33
H 3.242 1.050 -0.397 0.38
H 1.979 -2.752 -0.562 0.26
```

No. 5
ORCA calculation (wB97M-V/def2-TZVPD) on C4H5N3 as an isolated structure.

Its HOMO energy (spin up / spin down) is -7.44 / -7.43 eV. The net charge is 0. As for the spin multiplicity: 1. The total energy comes out at -8694.2564 eV. The frontier orbital gap (spin up / spin down) is 0.3004 / 0.3004 Eh.

```
12
Properties=species:S:1:pos:R:3:mulliken_charge:R:1
N -1.939 -0.018 -0.001 -0.47
C -0.572 0.146 -0.083 0.61
C -0.050 1.464 -0.304 -0.27
N 0.420 1.406 0.852 -0.49
C 2.531 -0.684 0.507 -0.23
N 1.461 -1.068 0.055 -0.08
C 0.195 -1.102 -0.123 -0.44
H -2.508 0.812 -0.065 0.22
H -2.324 -0.751 0.576 0.21
H -0.239 2.254 -1.036 0.35
H 3.344 -0.404 -0.168 0.22
H -0.318 -2.056 -0.210 0.37
```

No. 6
ORCA calculation (wB97M-V/def2-TZVPD) on a 2-piece molecular cluster, C3H4O2S overall.

Its HOMO energy is -9.25 eV. Its structure (SMILES) is O=C=CC=O.S. The net charge is 0. As for the spin multiplicity: 1. The total energy comes out at -18104.1046 eV. The frontier orbital gap is 0.3569 Eh.

```
10
Properties=species:S:1:pos:R:3:mulliken_charge:R:1
O 1.487 3.743 1.073 -0.29
C 0.974 2.741 1.221 0.78
C 0.445 1.559 1.233 -0.73
C 0.989 0.149 1.490 0.08
O 0.290 -0.814 1.463 -0.39
H -0.602 1.558 0.969 0.29
H 2.013 0.083 1.964 0.32
S -0.252 -2.242 -1.081 -0.33
H -1.527 -2.048 -1.189 0.14
H 0.089 -1.268 -1.929 0.14
```

No. 7
ORCA calculation (wB97M-V/def2-TZVPD) on a 2-piece molecular cluster, C3H6OS3 overall.

Its HOMO energy (spin up / spin down) is -7.77 / -7.77 eV. Its structure (SMILES) is CC=C(S)S.O=S. The net charge is 0. As for the spin multiplicity: 1. The total energy comes out at -37758.0708 eV. The frontier orbital gap (spin up / spin down) is 0.2130 / 0.2127 Eh.

```
13
Properties=species:S:1:pos:R:3:mulliken_charge:R:1
C 0.865 -0.885 0.133 -1.32
C 0.011 0.092 -0.447 -0.10
C -0.960 0.756 0.347 0.54
S -1.999 1.995 -0.307 -0.22
S -1.178 0.359 1.993 -0.26
H 0.471 -1.890 0.327 0.30
H 1.346 -0.499 1.037 0.37
H 1.896 -1.052 -0.418 0.28
H -0.021 0.443 -1.485 0.19
H -1.404 2.064 -1.545 0.15
H -2.190 1.090 2.411 0.10
O -0.778 1.135 -3.269 -0.35
S -1.209 -0.136 -3.863 0.31
```

No. 8
ORCA calculation (wB97M-V/def2-TZVPD) on one molecule with the formula C6H6N2O2S2.

Its HOMO energy is -8.86 eV. Its structure (SMILES) is O=[N+]([O-])c1ccc(N(S)S)cc1. The net charge is 0. As for the spin multiplicity: 1. The total energy comes out at -35058.9680 eV. The frontier orbital gap is 0.2747 Eh.

```
18
Properties=species:S:1:pos:R:3:mulliken_charge:R:1
O 3.998 -0.822 0.437 -0.60
N 3.369 0.143 -0.007 0.95
O 3.828 1.154 -0.441 -0.59
C 1.940 0.036 0.067 0.01
C 1.284 -1.192 0.289 -0.61
C -0.082 -1.246 0.296 -0.29
C -0.861 -0.130 0.134 0.92
N -2.224 -0.257 0.415 -0.35
S -3.202 1.708 0.365 -0.14
S -3.085 -1.364 -0.412 -0.11
C -0.237 1.054 -0.122 -0.11
C 1.157 1.202 -0.236 -0.76
H 1.724 -2.175 0.324 0.38
H -0.540 -2.174 0.369 0.42
H -3.380 1.916 -0.852 0.15
H -4.116 -1.762 0.446 0.16
H -0.971 1.768 -0.420 0.11
H 1.396 2.141 -0.651 0.44
```

No. 9
ORCA calculation (wB97M-V/def2-TZVPD) on a 2-piece molecular cluster, C26H29NO6S2 overall.

Its HOMO energy is -6.91 eV. Its structure (SMILES) is O=S1(=O)C(=Cc2ccccc2)S(=O)(=O)c2ccccc21.COC(=O)[C@@H]1CCCN1C1=CCCCC1. The net charge is 0. As for the spin multiplicity: 1. The total energy comes out at -62874.5901 eV. The frontier orbital gap is 0.2304 Eh.

```
64
Properties=species:S:1:pos:R:3:mulliken_charge:R:1
O -0.998 -3.078 -0.941 -0.69
S -2.050 -2.653 -0.036 1.40
O -3.244 -2.014 -0.542 -0.65
C -1.366 -1.660 1.289 -0.53
C -1.127 -0.314 1.166 0.40
C -1.451 0.554 2.299 -0.09
C -0.767 0.481 3.528 0.00
C -1.261 1.165 4.640 -0.56
C -2.480 1.850 4.563 -0.40
C -3.120 1.998 3.324 -0.61
C -2.569 1.409 2.191 -0.30
S -1.778 -2.365 2.901 1.35
O -2.986 -1.776 3.426 -0.59
O -0.591 -2.486 3.720 -0.66
C -2.286 -3.995 2.316 0.38
C -2.556 -5.060 3.168 -0.65
C -3.054 -6.240 2.629 -0.59
C -3.302 -6.335 1.258 -0.60
C -3.029 -5.263 0.410 -0.65
C -2.510 -4.091 0.954 0.13
H -1.024 0.121 0.168 0.21
H 0.175 -0.065 3.583 0.41
H -0.711 1.115 5.581 0.37
H -2.921 2.282 5.465 0.38
H -4.059 2.551 3.237 0.38
H -3.037 1.499 1.208 0.40
H -2.347 -4.956 4.228 0.46
H -3.231 -7.091 3.277 0.40
H -3.701 -7.253 0.840 0.39
H -3.226 -5.310 -0.659 0.45
C -0.116 -1.468 -3.325 -0.59
O -0.296 -0.141 -2.820 -0.12
C 0.600 0.756 -3.259 -0.16
O 1.458 0.506 -4.082 -0.62
C 0.400 2.127 -2.630 0.83
C -0.243 3.056 -3.689 -0.76
C 0.834 4.065 -4.063 -0.57
C 1.988 3.886 -3.046 -0.77
N 1.681 2.690 -2.290 0.09
C 2.444 2.185 -1.286 0.85
C 2.123 0.995 -0.624 -0.34
C 3.217 0.046 -0.243 -0.80
C 4.605 0.704 -0.047 -0.73
C 4.546 2.222 0.150 -0.96
C 3.725 2.920 -0.947 -0.43
H -0.838 -2.085 -2.799 0.12
H -0.308 -1.473 -4.401 0.32
H 0.894 -1.813 -3.087 0.28
H -0.231 1.994 -1.736 -0.04
H -0.616 2.491 -4.555 0.29
H -1.098 3.547 -3.216 0.40
H 1.207 3.881 -5.075 0.28
H 0.455 5.090 -4.021 0.30
H 2.957 3.824 -3.580 0.29
H 2.031 4.764 -2.374 0.34
H 1.094 0.645 -0.503 0.05
H 2.900 -0.507 0.663 0.28
H 3.367 -0.727 -1.029 0.19
H 5.135 0.216 0.782 0.39
H 5.193 0.503 -0.952 0.29
H 4.101 2.433 1.126 0.37
H 5.553 2.660 0.187 0.42
H 4.369 3.064 -1.835 0.29
H 3.474 3.928 -0.583 0.28
```

No. 10
ORCA calculation (wB97M-V/def2-TZVPD) on one molecule with the formula C14H10O4S2.

Its HOMO energy is -8.32 eV. Its structure (SMILES) is O=C(O)c1ccccc1SSc1ccccc1C(=O)O. The net charge is 0. As for the spin multiplicity: 1. The total energy comes out at -44532.8118 eV. The frontier orbital gap is 0.2782 Eh.

```
30
Properties=species:S:1:pos:R:3:mulliken_charge:R:1
O 0.559 0.763 1.950 -0.42
C -0.472 1.072 1.609 0.29
O -0.958 2.370 1.938 -0.46
C -1.588 0.088 0.715 0.85
C -2.679 0.823 0.205 -0.71
C -3.605 0.059 -0.448 -0.27
C -3.440 -1.175 -0.796 -1.46
C -2.487 -1.824 -0.052 -0.02
C -1.492 -1.172 0.797 0.60
S -0.317 -1.838 1.696 -0.26
S 0.765 -2.542 -0.009 -0.16
C 1.933 -1.372 -0.194 0.24
C 3.097 -1.064 0.701 -0.56
C 3.880 -0.050 0.501 -0.41
C 3.463 1.023 -0.024 -0.32
C 2.403 0.861 -0.837 -0.36
C 1.505 -0.153 -0.790 0.80
C 0.402 0.009 -1.735 0.34
O -0.336 -1.020 -1.936 -0.59
O -0.169 1.144 -2.055 -0.52
H -0.380 2.753 2.408 0.30
H -2.649 1.948 0.268 0.37
H -4.364 0.664 -1.060 0.23
H -4.071 -1.602 -1.310 0.90
H -2.331 -3.108 0.000 0.09
H 3.414 -1.978 1.270 0.35
H 4.793 0.160 0.973 0.40
H 4.098 1.983 -0.001 0.30
H 2.074 1.984 -1.438 0.05
H -1.047 1.193 -2.345 0.41
```

No. 11
ORCA calculation (wB97M-V/def2-TZVPD) on a 2-piece molecular cluster, C6H6BrClFN overall.

Its HOMO energy is -9.13 eV. Its structure (SMILES) is C=C/C(Br)=C(/F)CCl.C#N. The net charge is 0. As for the spin multiplicity: 1. The total energy comes out at -93089.7398 eV. The frontier orbital gap is 0.3415 Eh.

```
16
Properties=species:S:1:pos:R:3:mulliken_charge:R:1
C 0.450 -0.044 -2.126 -0.84
C -0.707 -0.434 -1.602 -0.06
C -1.349 0.086 -0.412 0.13
Br -3.207 -0.362 -0.285 -0.15
C -0.825 0.790 0.601 0.71
F -1.637 1.163 1.616 -0.27
C 0.578 1.230 0.820 -0.72
Cl 0.942 2.748 -0.092 -0.18
H 0.812 -0.511 -3.026 0.26
H 1.047 0.746 -1.717 0.17
H -1.281 -1.200 -2.108 0.29
H 1.301 0.481 0.500 0.26
H 0.710 1.476 1.874 0.38
C 1.041 -2.053 2.008 0.10
N 1.804 -2.167 1.172 -0.37
H 0.322 -1.947 2.777 0.30
```

No. 12
ORCA calculation (wB97M-V/def2-TZVPD) on an isolated ion of composition C3H5OS and charge -1.

Its HOMO energy is -2.52 eV. Its structure (SMILES) is O=CCC[S-]. The net charge is -1. As for the spin multiplicity: 1. The total energy comes out at -16074.8759 eV. The frontier orbital gap is 0.2459 Eh.

```
10
Properties=species:S:1:pos:R:3:mulliken_charge:R:1
O 0.918 1.616 1.745 -0.56
C 0.692 1.103 0.663 0.16
C -0.401 0.102 0.419 -0.53
C -0.245 -0.966 -0.741 -0.54
S 0.599 -0.160 -2.166 -0.67
H 1.334 1.388 -0.192 0.31
H -0.346 -0.449 1.368 0.19
H -1.429 0.408 0.263 0.24
H 0.155 -1.891 -0.279 0.23
H -1.277 -1.150 -1.080 0.17
```

Question: What is the total energy in the eighth record?
Answer: -35058.9680 eV